C7H13N in the gas phase in a non-equilibrium geometry. Source: OMol25; level of theory: ωB97M-V/def2-TZVPD.

```
21
Properties=species:S:1:pos:R:3
C -0.18 -0.71 -1.61
C -0.34 -1.07 -0.14
C -0.88 0.18 0.67
C 0.19 1.11 0.97
C 1.43 0.72 1.53
C 2.50 1.50 1.79
C -2.23 0.60 0.25
N -0.01 -1.87 -2.45
H -1.04 -0.07 -1.88
H 0.69 -0.07 -1.78
H -1.07 -1.86 -0.03
H 0.64 -1.31 0.28
H 0.14 2.10 0.51
H 1.53 -0.34 1.75
H 2.48 2.55 1.54
H 3.33 1.03 2.31
H -1.34 -0.22 1.61
H -3.13 0.30 0.77
H -2.29 1.60 -0.20
H -0.78 -2.52 -2.52
H 0.35 -1.66 -3.36
```

Properties
LUMO level	-1.4	eV
F_max	2.26	eV/Å
highest occupied orbital energy	-6.1	eV
multiplicity	1
gap between HOMO and LUMO	0.173	Ha